No. 1
Below is a 7-piece molecular cluster, C38H47F24NO23S2 overall in a non-equilibrium geometry, with properties calculated with the ωB97M-V functional and the def2-TZVPD basis.

Last column: Mulliken charge in e.
Geometry (Å):
1 C 8.590 -5.380 -1.175  -0.73
2 O 8.333 -6.773 -1.233  -0.42
3 C 7.097 -7.169 -0.685  -0.30
4 C 5.934 -7.007 -1.688  -1.22
5 C 5.195 -5.663 -1.634  0.70
6 C 4.069 -5.629 -0.580  -1.42
7 C 2.896 -4.700 -0.920  -0.90
8 C 1.839 -5.191 -1.943  1.96
9 C 2.137 -6.637 -2.366  -0.44
10 C 1.163 -7.420 -3.232  -0.70
11 O 0.634 -8.407 -2.812  -0.55
12 O 0.961 -6.980 -4.501  -0.35
13 O 0.554 -5.313 -1.220  -0.47
14 S -0.713 -5.004 -2.141  1.26
15 O -1.429 -6.185 -2.437  -0.65
16 O -1.426 -3.895 -1.620  -0.46
17 O 0.163 -4.600 -3.457  -0.36
18 C 1.420 -4.129 -2.994  0.87
19 C 1.049 -2.652 -2.462  -1.35
20 O 0.189 -2.069 -3.020  -0.41
21 N 1.764 -2.071 -1.342  0.20
22 C 2.332 -0.833 -1.611  0.45
23 O 2.778 -0.457 -2.636  -0.37
24 F 2.379 -0.107 -0.488  -0.28
25 S 2.618 -3.644 -4.323  1.34
26 O 2.073 -2.543 -5.043  -0.56
27 O 3.866 -3.424 -3.656  -0.60
28 C 2.922 -4.939 -5.615  0.70
29 F 1.794 -5.157 -6.290  -0.26
30 F 3.415 -6.068 -5.096  -0.25
31 C 3.977 -4.421 -6.656  0.63
32 F 3.534 -3.385 -7.336  -0.19
33 F 4.151 -5.442 -7.512  -0.25
34 F 5.142 -4.161 -6.089  -0.18
35 H 8.466 -4.928 -2.163  0.27
36 H 7.922 -4.874 -0.476  0.32
37 H 9.619 -5.224 -0.850  0.27
38 H 6.848 -6.616 0.229  0.35
39 H 7.179 -8.232 -0.461  -0.02
40 H 5.231 -7.841 -1.622  0.45
41 H 6.395 -7.074 -2.678  0.59
42 H 5.875 -4.824 -1.500  0.46
43 H 4.738 -5.522 -2.616  -0.57
44 H 3.770 -6.636 -0.288  0.41
45 H 4.510 -5.201 0.325  0.64
46 H 3.346 -3.795 -1.317  0.19
47 H 2.402 -4.402 0.002  0.43
48 H 2.166 -7.206 -1.442  0.87
49 H 3.127 -6.734 -2.812  0.09
50 H 1.133 -7.698 -5.125  0.39
51 H 1.112 -2.009 -0.561  0.38
52 C 12.380 -11.521 0.234  -1.10
53 C 11.106 -11.477 -0.580  -0.22
54 O 9.943 -11.448 0.274  -0.32
55 C 9.603 -10.257 0.749  0.36
56 O 10.155 -9.218 0.546  -0.48
57 C 8.324 -10.396 1.595  0.93
58 F 8.390 -11.459 2.403  -0.25
59 F 7.251 -10.547 0.800  -0.26
60 F 8.122 -9.316 2.346  -0.25
61 H 12.363 -12.366 0.923  0.30
62 H 13.241 -11.622 -0.425  0.37
63 H 12.500 -10.612 0.823  0.32
64 H 10.997 -12.379 -1.177  0.32
65 H 11.088 -10.622 -1.254  0.32
66 C -2.495 -0.689 -2.330  -0.90
67 C -3.307 -0.630 -1.060  -0.30
68 O -3.278 0.697 -0.479  -0.34
69 C -4.130 1.569 -0.986  0.38
70 O -4.923 1.390 -1.863  -0.54
71 C -4.001 2.911 -0.238  0.92
72 F -2.724 3.253 -0.047  -0.27
73 F -4.591 2.829 0.965  -0.27
74 F -4.597 3.889 -0.921  -0.25
75 H -1.475 -0.349 -2.157  0.37
76 H -2.469 -1.709 -2.705  0.22
77 H -2.927 -0.048 -3.099  0.38
78 H -2.887 -1.286 -0.300  0.29
79 H -4.338 -0.937 -1.229  0.34
80 C -6.363 6.183 -0.154  -0.96
81 C -7.188 6.252 1.111  -0.27
82 O -7.176 7.583 1.676  -0.29
83 C -8.034 8.445 1.155  0.20
84 O -8.819 8.248 0.276  -0.53
85 C -7.919 9.793 1.893  1.07
86 F -6.638 10.139 2.081  -0.26
87 F -8.514 9.705 3.095  -0.26
88 F -8.515 10.764 1.211  -0.25
89 H -5.346 6.528 0.033  0.29
90 H -6.335 5.164 -0.516  0.26
91 H -6.793 6.814 -0.932  0.38
92 H -6.766 5.612 1.883  0.30
93 H -8.216 5.937 0.939  0.34
94 C -5.495 -1.842 -6.319  -1.07
95 C -6.481 -1.582 -5.202  -0.06
96 O -6.860 -2.813 -4.546  -0.34
97 C -6.025 -3.255 -3.622  0.32
98 O -4.995 -2.748 -3.284  -0.48
99 C -6.588 -4.535 -2.972  0.90
100 F -7.079 -5.373 -3.891  -0.25
101 F -7.579 -4.213 -2.128  -0.27
102 F -5.642 -5.166 -2.288  -0.20
103 H -5.899 -2.568 -7.025  0.32
104 H -5.282 -0.915 -6.851  0.38
105 H -4.558 -2.240 -5.930  0.25
106 H -7.409 -1.171 -5.591  0.31
107 H -6.084 -0.882 -4.468  0.19
108 C -5.902 10.655 4.997  -0.76
109 C -6.705 10.474 6.265  -0.25
110 O -5.871 10.022 7.358  -0.34
111 C -5.199 10.960 7.999  0.38
112 O -5.206 12.137 7.786  -0.52
113 C -4.385 10.327 9.145  0.91
114 F -3.762 9.210 8.753  -0.26
115 F -5.183 10.017 10.174  -0.27
116 F -3.461 11.188 9.574  -0.26
117 H -5.374 9.736 4.742  0.31
118 H -6.560 10.927 4.186  0.07
119 H -5.159 11.444 5.118  0.33
120 H -7.455 9.696 6.141  0.29
121 H -7.219 11.391 6.552  0.33
122 C -0.812 11.785 8.059  -1.02
123 C -1.003 13.245 7.719  -0.22
124 O -0.139 13.647 6.633  -0.32
125 C -0.573 13.369 5.414  0.35
126 O -1.595 12.824 5.117  -0.52
127 C 0.433 13.901 4.373  0.91
128 F 1.693 13.620 4.722  -0.25
129 F 0.317 15.232 4.267  -0.26
130 F 0.199 13.364 3.179  -0.24
131 H 0.235 11.572 8.278  0.35
132 H -1.407 11.523 8.924  0.29
133 H -1.110 11.149 7.225  0.29
134 H -0.723 13.879 8.557  0.33
135 H -2.039 13.464 7.465  0.31

Output
SMILES string: COCCCCC[C@@]1(CC(=O)O)OS(=O)(=O)O[C@]1(C(=O)NC(=O)F)S(=O)(=O)C(F)(F)C(F)(F)F.CCOC(=O)C(F)(F)F.CCOC(=O)C(F)(F)F.CCOC(=O)C(F)(F)F.CCOC(=O)C(F)(F)F.CCOC(=O)C(F)(F)F.CCOC(=O)C(F)(F)F
Orbital gap (eV): 8.652
Total energy (a.u.): -6454.65885
Total charge: 0
Molar mass (g/mol): 1405.9

=====

No. 2
Below is one molecule with the formula C5H8S in a non-equilibrium geometry, with properties calculated with the ωB97M-V functional and the def2-TZVPD basis.

Last column: Mulliken charge in e.
Geometry (Å):
1 C -0.362 1.352 1.476  -1.12
2 C 0.403 0.144 0.900  -0.41
3 C 0.237 -0.324 -0.352  1.12
4 C -0.814 -0.112 -1.328  -1.29
5 C 1.213 -1.417 -0.658  -0.46
6 S 1.306 -2.326 -2.020  -0.24
7 H 0.417 1.929 1.931  0.34
8 H -0.944 0.892 2.295  0.29
9 H -0.951 2.014 0.785  0.31
10 H 1.084 -0.322 1.644  0.24
11 H -0.404 0.107 -2.312  0.35
12 H -1.607 0.648 -1.064  0.29
13 H -1.467 -0.933 -1.455  0.35
14 H 1.890 -1.654 0.158  0.24

Output
SMILES string: C/C=C(\C)C=S
Orbital gap (eV): 8.187
Total energy (a.u.): -593.44642
Total charge: 0
Relative energy (zero: lowest compared OMol25 entry of this formula, charge and spin) (kJ/mol): 109.8
Molar mass (g/mol): 100.2

=====

No. 3
Below is a 7-piece molecular cluster, C10H28F3NO10S overall in a non-equilibrium geometry, with properties calculated with the ωB97M-V functional and the def2-TZVPD basis.

Last column: Mulliken charge in e.
Geometry (Å):
1 N -0.867 -0.362 1.428  -0.58
2 H -1.858 -0.542 1.508  0.35
3 H -0.730 0.502 1.933  0.31
4 H -0.654 -0.218 0.452  0.35
5 H -0.363 -1.126 1.856  0.36
6 C -2.127 -6.533 1.041  0.59
7 F -1.173 -7.316 0.518  -0.24
8 F -2.542 -6.989 2.200  -0.22
9 F -1.564 -5.332 1.114  -0.23
10 S -3.601 -6.261 -0.109  1.10
11 O -4.590 -5.521 0.678  -0.64
12 O -3.043 -5.467 -1.189  -0.66
13 O -4.172 -7.581 -0.527  -0.70
14 C -5.199 -0.351 -0.005  0.59
15 O -4.481 0.133 -0.858  -0.69
16 O -4.925 -0.489 1.162  -0.63
17 O -6.162 -1.039 -0.425  -0.69
18 C 1.207 4.398 1.727  -1.23
19 C 0.130 4.722 2.813  -0.36
20 O -0.389 3.451 3.165  -0.42
21 H 1.800 3.500 1.901  0.38
22 H 1.985 5.154 1.618  0.38
23 H 0.858 4.261 0.703  0.24
24 H -0.667 5.417 2.548  0.30
25 H 0.576 5.222 3.672  0.29
26 H -0.891 3.542 3.978  0.24
27 C 4.166 -4.083 2.083  -1.02
28 C 3.318 -4.069 3.444  -0.38
29 O 2.510 -2.976 3.407  -0.53
30 H 3.556 -3.731 1.251  0.29
31 H 4.578 -5.056 1.816  0.33
32 H 5.034 -3.427 2.153  0.32
33 H 4.040 -4.115 4.259  0.22
34 H 2.698 -4.952 3.604  0.31
35 H 2.992 -2.146 3.444  0.32
36 C -1.178 5.369 -4.660  -1.06
37 C -2.169 4.744 -3.642  -0.17
38 O -1.934 3.329 -3.677  -0.54
39 H -0.099 5.354 -4.505  0.30
40 H -1.433 6.398 -4.912  0.33
41 H -1.213 4.699 -5.518  0.28
42 H -3.177 5.003 -3.966  0.25
43 H -2.080 5.183 -2.648  0.29
44 H -2.514 2.812 -3.112  0.31
45 C 3.800 0.185 -2.216  -1.12
46 C 2.658 1.183 -2.648  -0.25
47 O 1.486 0.740 -2.070  -0.47
48 H 4.693 0.659 -2.622  0.33
49 H 3.709 -0.862 -2.506  0.32
50 H 3.952 0.132 -1.138  0.31
51 H 2.554 1.262 -3.730  0.32
52 H 2.732 2.155 -2.160  0.23
53 H 0.763 1.031 -2.631  0.28

Output
Orbital gap (eV): 2.079
Total energy (a.u.): -1902.53510
Total charge: -2
Molar mass (g/mol): 411.4

=====

No. 4
Below is C20H40F12Na4O20S4 as an isolated structure in a non-equilibrium geometry, with properties calculated with the ωB97M-V functional and the def2-TZVPD basis.

Last column: Mulliken spin population.
Geometry (Å):
1 Na 2.931 4.318 0.187  0.27
2 Na 1.737 2.212 -2.198  0.02
3 Na -1.528 5.034 0.619  0.05
4 Na 2.168 2.691 4.323  0.48
5 C -2.923 2.854 -2.040  0.00
6 F -3.197 1.991 -1.059  0.00
7 F -4.086 3.291 -2.601  0.00
8 F -2.307 3.879 -1.471  0.00
9 S -1.751 2.198 -3.461  -0.01
10 O -0.458 1.962 -2.803  -0.01
11 O -2.518 0.970 -3.815  0.00
12 O -1.771 3.177 -4.604  0.00
13 C -0.293 0.228 0.791  0.01
14 F -1.110 0.277 -0.305  0.01
15 F -1.044 -0.288 1.778  -0.01
16 F 0.750 -0.591 0.575  0.00
17 S 0.391 2.041 1.224  0.13
18 O 1.120 2.532 0.055  0.09
19 O -0.747 2.874 1.590  0.06
20 O 1.291 1.807 2.343  -0.19
21 C 2.426 -2.593 -2.250  0.00
22 F 1.862 -3.598 -2.930  0.00
23 F 1.781 -2.386 -1.077  0.00
24 F 3.699 -2.906 -2.017  0.00
25 S 2.240 -1.029 -3.356  0.00
26 O 3.128 -1.109 -4.543  0.00
27 O 0.830 -0.885 -3.689  0.00
28 O 2.678 0.023 -2.406  0.00
29 C 1.609 7.353 -2.069  0.03
30 F 2.122 7.478 -0.849  0.01
31 F 0.901 8.398 -2.510  0.00
32 F 2.631 7.219 -2.845  0.00
33 S 0.589 5.701 -2.102  -0.09
34 O -0.570 5.972 -1.257  0.00
35 O 0.280 5.646 -3.537  0.00
36 O 1.446 4.625 -1.631  0.03
37 C 4.021 -0.086 1.685  0.04
38 O 5.243 -0.091 0.952  0.00
39 C 5.317 -1.243 0.129  0.00
40 C 6.508 -1.291 -0.871  0.00
41 O 7.870 -0.865 -0.500  0.00
42 C 8.860 -0.834 -1.494  0.00
43 H 3.127 0.088 1.086  -0.01
44 H 4.129 0.585 2.537  -0.01
45 H 3.845 -1.062 2.137  -0.01
46 H 4.410 -1.175 -0.473  0.00
47 H 5.277 -2.149 0.735  0.00
48 H 6.288 -0.623 -1.704  0.00
49 H 6.578 -2.282 -1.319  0.00
50 H 9.777 -0.307 -1.231  0.00
51 H 8.506 -0.175 -2.286  0.00
52 H 9.134 -1.768 -1.984  0.00
53 C 4.093 0.062 5.531  -0.01
54 O 2.842 0.337 4.964  0.05
55 C 1.912 -0.557 5.443  0.04
56 C 0.545 -0.252 4.810  0.00
57 O 0.326 1.073 5.362  0.04
58 C -0.882 1.714 4.899  -0.02
59 H 4.845 0.682 5.044  0.00
60 H 4.401 -0.983 5.481  0.01
61 H 4.154 0.414 6.561  0.00
62 H 1.878 -0.419 6.524  0.00
63 H 2.122 -1.627 5.416  0.00
64 H -0.255 -0.956 5.039  0.00
65 H 0.620 -0.057 3.740  -0.02
66 H -0.524 2.610 4.390  0.00
67 H -1.457 2.163 5.709  0.00
68 H -1.445 1.165 4.144  0.01
69 C -5.314 -1.742 3.772  0.00
70 O -4.139 -2.291 3.118  0.00
71 C -3.893 -1.589 1.917  0.00
72 C -4.515 -2.376 0.726  0.00
73 O -5.972 -2.314 0.687  0.00
74 C -6.476 -3.281 -0.280  0.00
75 H -5.189 -0.667 3.900  0.00
76 H -5.507 -2.147 4.766  0.00
77 H -6.215 -1.855 3.170  0.00
78 H -2.809 -1.593 1.806  0.00
79 H -4.004 -0.505 1.896  0.00
80 H -4.167 -3.408 0.778  0.00
81 H -4.158 -1.934 -0.204  0.00
82 H -6.095 -4.299 -0.370  0.00
83 H -6.312 -2.939 -1.301  0.00
84 H -7.530 -3.462 -0.069  0.00
85 C -1.521 -3.136 -1.567  0.00
86 O -2.263 -2.689 -2.674  0.00
87 C -3.529 -3.175 -2.882  0.00
88 C -4.279 -2.062 -3.584  0.00
89 O -3.616 -1.906 -4.833  0.00
90 C -4.275 -1.022 -5.756  0.00
91 H -2.100 -3.020 -0.651  0.00
92 H -0.667 -2.484 -1.385  0.00
93 H -1.172 -4.168 -1.545  0.00
94 H -4.080 -3.468 -1.988  0.00
95 H -3.525 -4.081 -3.489  0.00
96 H -4.323 -1.140 -3.005  0.00
97 H -5.313 -2.406 -3.566  0.00
98 H -4.613 -0.097 -5.287  0.00
99 H -5.185 -1.535 -6.068  0.00
100 H -3.619 -0.667 -6.550  0.00

Output
Orbital gap (spin up / spin down) (eV): 3.313 / 6.987
Expectation value of S²: 0.750
Total energy (a.u.): -5731.24722
Total charge: -1
Spin multiplicity: 2
Molar mass (g/mol): 1048.7

=====

No. 5
Below is one molecule with the formula C9H20N2O3S4 in a non-equilibrium geometry, with properties calculated with the ωB97M-V functional and the def2-TZVPD basis.

Last column: Mulliken charge in e.
Geometry (Å):
1 O -0.142 1.834 4.883  -0.59
2 O -1.065 4.018 5.314  -0.60
3 S -1.513 -1.630 0.485  -0.33
4 S 3.129 1.171 -0.901  -0.31
5 O 1.336 3.805 4.640  -0.45
6 C 0.176 -1.555 0.379  0.20
7 C 1.504 0.807 -0.870  0.11
8 N 0.885 -2.754 0.216  0.06
9 N 0.693 1.196 -1.955  0.21
10 C 0.210 -4.011 -0.197  -1.05
11 C 2.380 -2.719 0.130  -1.00
12 C 1.192 2.212 -2.886  -1.17
13 C -0.661 0.655 -2.169  -0.85
14 C 0.418 2.587 1.799  -0.74
15 C -0.198 1.152 1.569  -0.91
16 C -0.492 3.452 2.736  -1.01
17 S 0.975 0.057 0.684  -0.24
18 S -0.163 3.229 4.491  1.14
19 H 1.486 3.489 5.564  0.38
20 H -0.072 -3.912 -1.247  0.33
21 H -0.668 -4.213 0.450  0.34
22 H 0.930 -4.842 -0.068  0.37
23 H 2.829 -3.625 -0.292  0.39
24 H 2.806 -2.464 1.096  0.21
25 H 2.603 -1.911 -0.570  0.41
26 H 2.092 1.882 -3.375  0.38
27 H 1.402 3.148 -2.353  0.34
28 H 0.478 2.425 -3.645  0.40
29 H -1.111 0.386 -1.216  0.24
30 H -0.595 -0.256 -2.798  0.24
31 H -1.264 1.414 -2.689  0.34
32 H 0.552 3.057 0.823  0.41
33 H 1.440 2.499 2.196  0.48
34 H -1.072 1.285 0.892  0.44
35 H -0.580 0.733 2.488  0.61
36 H -0.403 4.485 2.547  0.47
37 H -1.540 3.242 2.579  0.45
38 H 2.132 -0.220 1.381  0.28

Output
Orbital gap (eV): 4.801
Total energy (a.u.): -2282.59521
Total charge: 0
Molar mass (g/mol): 332.5